1.
This record from the Open Molecules 2025 dataset describes the molecule C2H5NOS. The level of theory is wB97M-V/def2-TZVPD.

As for the HOMO-LUMO gap: 8.67 eV. The HOMO energy comes out at -8.33 eV. The SMILES is CN(S)C=O.

Each atom is followed by the atoms it is bonded to, with distances in Å.
Positions of all 10 atoms, in Å:
1 C 0.21551 0.79661 1.05354  H3 1.165, H4 1.240, H5 1.121, N8 1.450
2 C 0.13908 -1.10644 -0.37521  H7 1.276, N8 1.448, O9 1.230
3 H 1.07593 1.43654 1.50951  C1 1.165
4 H -0.92185 1.28044 0.95731  C1 1.240
5 H -0.06122 -0.06560 1.71414  C1 1.121
6 H -0.64104 -0.46207 -2.01692  S10 1.652
7 H -0.28661 -1.64947 0.69837  C2 1.276
8 N 0.40986 0.31438 -0.29977  C1 1.450, C2 1.448, S10 1.638
9 O 0.04014 -1.56368 -1.51246  C2 1.230
10 S 0.03019 1.01930 -1.72851  H6 1.652, N8 1.638

---

2.
This record from the Open Molecules 2025 dataset describes the molecule C2H5NOS. The level of theory is wB97M-V/def2-TZVPD.

As for the HOMO-LUMO gap: 10.01 eV. The HOMO energy comes out at -9.26 eV.

Each atom is followed by the atoms it is bonded to, with distances in Å.
Positions of all 10 atoms, in Å:
1 C -1.25337 -1.19896 -0.30193  C2 1.288, H6 1.080, H7 1.078
2 C -0.67402 -0.56296 0.65698  C1 1.288, S5 2.048, H8 1.081
3 N 0.84048 1.56391 -0.03662  S5 1.723, H9 0.996, H10 1.003
4 O 1.80317 -0.81919 -0.43311  S5 1.398
5 S 1.28884 0.01254 0.56542  C2 2.048, N3 1.723, O4 1.398
6 H -2.25259 -1.56183 -0.11265  C1 1.080
7 H -0.80926 -1.21325 -1.28420  C1 1.078
8 H -0.95331 -0.32216 1.67281  C2 1.081
9 H 0.35322 1.96757 -0.80569  N3 0.996
10 H 1.65683 2.13433 0.07900  N3 1.003

---

3.
This record from the Open Molecules 2025 dataset describes the molecule C2H5NOS. The level of theory is wB97M-V/def2-TZVPD.

As for the HOMO-LUMO gap: 9.10 eV. The HOMO energy comes out at -8.64 eV.

Each atom is followed by the atoms it is bonded to, with distances in Å.
Positions of all 10 atoms, in Å:
1 C -0.35716 -0.16973 0.53477  N3 1.332, S5 1.727
2 C 0.36447 -0.27219 -1.73934  N3 1.421, H7 1.102, H8 1.108, H9 1.102
3 N 0.60582 0.01086 -0.36751  C1 1.332, C2 1.421, H10 0.974
4 O -1.35080 0.19655 3.07774  S5 1.722, H6 1.041
5 S 0.10327 0.21029 2.15554  C1 1.727, O4 1.722
6 H -1.78417 1.12706 2.90282  O4 1.041
7 H 1.13252 0.07466 -2.44991  C2 1.102
8 H 0.25169 -1.35767 -1.92817  C2 1.108
9 H -0.50359 0.33114 -2.04985  C2 1.102
10 H 1.53795 -0.15097 -0.13610  N3 0.974

---

Which is the most stable structure? 2 is the most stable.